Run A
The following is a DFT calculation (ωB97M-V with the def2-TZVPD basis set) of a cluster of 2 separate species, C4H10NO3 in total.

```
! RIJCOSX wB97M-V def2-TZVPD def2/J DEFGRID3
* xyz -1 1
O -1.7077 2.8989 -0.4140
C -1.4821 1.7319 -0.1938
C -0.3554 1.2195 0.6933
C 0.9336 1.1016 -0.1464
N -0.8275 -0.0147 1.2876
C -0.7187 -1.2330 0.3746
O 0.3899 -1.9370 0.6195
H -2.1130 0.9402 -0.6382
H -0.2334 1.9905 1.4582
H 0.7619 1.1902 -1.2246
H 1.3760 0.1054 0.0026
H 1.7202 1.8034 0.1398
H -0.2090 -0.3151 2.0367
H -1.6596 -1.7777 0.5451
H -0.7463 -0.8353 -0.6700
H 1.6578 -1.5938 -1.5856
H 1.3251 -2.7494 -0.7546
O 1.8882 -2.5255 -1.5303
*
```

Values from the calculation:
orbital gap: 0.2691 Eh
HOMO level: -3.55 eV

Löwdin atomic charge list, values in e, 8 entries:
1 O 0.017
2 C -0.244
3 C -0.394
4 C -0.059
5 N -0.045
6 C -0.510
7 O -0.318
8 H 0.119



Run B
The following is a DFT calculation (ωB97M-V with the def2-TZVPD basis set) of a cluster of 2 separate species, C4H10NO3 in total.

```
! RIJCOSX wB97M-V def2-TZVPD def2/J DEFGRID3
* xyz -1 1
O -2.4611 -0.4460 -0.0425
C -1.2604 -0.5248 0.1990
N -0.3589 -0.5936 -0.8225
C 1.0877 -1.0250 -0.8642
O 1.8139 -0.4395 -1.7662
C -0.7341 -0.4754 1.6324
C -0.2199 0.8850 2.0898
H -0.8173 -0.5438 -1.7210
H 0.8926 -2.2175 -0.9568
H 1.4545 -1.0159 0.1746
H -1.4193 -0.9663 2.3298
H 0.1333 -1.2021 1.5865
H -0.4929 1.1371 3.0999
H -0.7565 1.6274 1.4525
H 0.8670 0.9376 1.9375
H 2.1912 1.5748 -0.7428
H 0.7192 1.5025 -0.8437
O 1.4078 2.1029 -0.5398
*
```

Values from the calculation:
orbital gap: 0.2702 Eh
HOMO level: -3.45 eV

Löwdin atomic charge list, values in e, 8 entries:
1 O -0.017
2 C -0.537
3 N 0.062
4 C -0.563
5 O -0.269
6 C -0.189
7 C -0.104
8 H 0.128



Stability ranking, top entry: run B; the second entry is 0.735 eV less favorable.



Run A
The following is a DFT calculation (ωB97M-V with the def2-TZVPD basis set) of an isolated molecule of C6H11NO3.

```
! RIJCOSX wB97M-V def2-TZVPD def2/J DEFGRID3
* xyz 0 1
C 1.9587 -0.1977 0.1051
C -0.6217 -0.2184 -0.0132
C -1.7291 1.9458 -0.5070
C 4.1457 -0.2925 0.2465
C -1.2005 -1.4312 -0.7028
C -1.4531 0.8825 0.5760
N 0.6966 -0.3121 0.2079
O -2.3637 -2.0460 -0.0866
O -2.5414 0.4053 1.4473
O 2.9197 -0.6165 0.9201
H -2.1927 2.8121 -0.1716
H -2.5553 1.5372 -1.1599
H -0.8918 2.2349 -1.1378
H 3.9988 0.0320 -0.7907
H 4.7225 -1.0882 0.3859
H 4.5044 0.5423 0.8217
H -0.3078 -1.9603 -1.0119
H -1.7334 -1.0302 -1.7506
H -0.7180 1.5511 1.1067
H -1.8595 -2.4313 0.6669
H -2.7783 -0.3187 0.8480
*
```

Values from the calculation:
orbital gap (spin up / spin down): 0.2985 / 0.2985 Eh
HOMO level (spin up / spin down): -7.84 / -7.84 eV

Löwdin atomic charge list, values in e, 8 entries:
1 C -0.144
2 C -0.209
3 C -0.049
4 C -0.068
5 C -0.196
6 C -0.353
7 N 0.132
8 O -0.074



Run B
The following is a DFT calculation (ωB97M-V with the def2-TZVPD basis set) of a structure of composition C6H11NO3.

```
! RIJCOSX wB97M-V def2-TZVPD def2/J DEFGRID3
* xyz 0 1
C -0.9296 0.2097 -0.0745
C 2.6957 -0.3288 0.1476
C -1.0242 0.8186 -1.4654
C -2.1427 0.5841 0.7684
N -0.8119 -1.2811 -0.0680
C 0.1530 -1.7934 -0.6998
C 0.4023 0.5181 0.6817
O 1.3832 -0.0873 -0.3368
O 0.7908 -2.6467 -1.1544
O 0.4198 -0.2153 1.8023
H -0.2066 -1.1521 1.3097
H 0.6471 1.5798 0.7992
H 3.1445 -1.0731 -0.5071
H 2.6726 -0.7108 1.1721
H 3.2736 0.6014 0.1202
H -1.9283 0.4702 -1.9631
H -3.0485 0.2113 0.2931
H -1.0554 1.9047 -1.3813
H -0.1622 0.5632 -2.0769
H -2.0740 0.1596 1.7678
H -2.1993 1.6679 0.8652
*
```

Values from the calculation:
orbital gap: 0.4042 Eh
HOMO level: -10.21 eV

Löwdin atomic charge list, values in e, 8 entries:
1 C -0.488
2 C -0.077
3 C -0.015
4 C -0.022
5 N 0.120
6 C -0.294
7 C -0.352
8 O -0.210



Stability ranking, top entry: run B; the second entry is 3.605 eV less favorable.



Run A
The following is a DFT calculation (ωB97M-V with the def2-TZVPD basis set) of an isolated molecule of C4H7Cl.

```
! RIJCOSX wB97M-V def2-TZVPD def2/J DEFGRID3
* xyz 0 1
Cl -1.4904 -0.0222 0.8479
C -0.1955 -1.1552 0.3729
C 1.0283 -0.4016 -0.4798
C 0.7226 0.6943 -1.4009
C 1.7022 0.9916 -0.3405
H -0.7386 -2.0407 0.0847
H 0.2501 -1.3573 1.4769
H 1.5731 -1.1087 -1.0231
H 1.1049 0.6095 -2.4525
H -0.3355 1.2410 -1.5122
H 1.0882 1.4169 0.2864
H 2.8497 0.8414 -0.1844
*
```

Values from the calculation:
orbital gap: 0.4094 Eh
HOMO level: -10.06 eV
structure (SMILES): ClCC1CC1

Löwdin atomic charge list, values in e, 8 entries:
1 Cl 0.505
2 C -0.507
3 C -0.310
4 C -0.234
5 C -0.095
6 H 0.038
7 H 0.093
8 H 0.094



Run B
The following is a DFT calculation (ωB97M-V with the def2-TZVPD basis set) of a structure of composition C4H7Cl.

```
! RIJCOSX wB97M-V def2-TZVPD def2/J DEFGRID3
* xyz 0 1
C -0.8807 0.0482 0.5992
C 0.1205 0.9985 0.0262
C 0.8618 -0.0674 -0.7716
C 0.2579 -0.9859 0.2308
H -1.3525 0.0684 1.5641
H 0.5297 1.5874 0.8559
H -0.4664 1.7831 -0.5712
H 0.3827 -0.3064 -1.7523
H 1.9949 -0.1173 -0.8150
H -0.0048 -1.9792 -0.1537
H 0.8986 -0.9329 1.1154
Cl -2.3419 -0.0965 -0.3279
*
```

Values from the calculation:
orbital gap: 0.4048 Eh
HOMO level: -9.98 eV

Löwdin atomic charge list, values in e, 8 entries:
1 C -0.713
2 C -0.259
3 C -0.191
4 C -0.228
5 H 0.072
6 H 0.117
7 H 0.117
8 H 0.117



Run C
The following is a DFT calculation (ωB97M-V with the def2-TZVPD basis set) of an isolated molecule of C4H7Cl.

```
! RIJCOSX wB97M-V def2-TZVPD def2/J DEFGRID3
* xyz 0 1
C -1.9065 -0.6263 -0.0981
C -0.6081 -0.6328 0.1756
C 0.2161 0.4718 0.4793
C 1.4588 0.5762 -0.2939
Cl 2.9224 -0.6516 0.1068
H -2.4194 -1.6891 -0.3486
H -2.5262 0.2719 -0.1140
H -0.2979 -1.6943 0.1246
H 0.1657 0.6276 1.6210
H -0.1695 1.5905 0.1139
H 2.0201 1.5020 -0.5440
H 1.1444 0.2542 -1.2227
*
```

Values from the calculation:
orbital gap: 0.4038 Eh
HOMO level: -10.03 eV
structure (SMILES): C=CCCCl

Löwdin atomic charge list, values in e, 8 entries:
1 C -0.013
2 C -0.275
3 C -0.328
4 C -0.481
5 Cl 0.366
6 H 0.108
7 H 0.053
8 H 0.117



Stability ranking, top entry: run B; the second entry is 0.704 eV less favorable.